P.
A molecular structure, C10H14Si. Source: OMol25; level of theory: wB97M-V/def2-TZVPD.

Cartesian coordinates (Å):
C  3.461  -0.620  0.060
C  2.668  -1.641  0.509
C  2.960  0.621  -0.316
C  1.279  -1.531  0.331
C  1.549  0.805  -0.149
C  0.764  -0.289  0.195
C  -2.560  -0.890  -1.229
C  -2.640  -1.796  0.114
C  0.815  2.059  -0.586
C  -2.289  1.435  1.286
Si  -1.699  -0.119  0.259
H  4.588  -0.682  -0.004
H  3.237  -2.468  0.714
H  3.699  1.236  -0.708
H  0.497  -2.266  0.431
H  -2.213  -1.419  -2.055
H  -3.445  -0.487  -1.531
H  -3.729  -1.904  0.447
H  -1.951  -2.712  0.025
H  -0.213  1.973  -0.771
H  1.136  2.931  0.094
H  1.276  2.494  -1.533
H  -2.058  1.251  2.305
H  -1.808  2.356  0.951
H  -3.323  1.662  1.162

Summary:
Net charge: 0
Gap between HOMO and LUMO (eV): 9.55



Q.
A single C10H14Si molecule. Source: OMol25; level of theory: wB97M-V/def2-TZVPD.

Cartesian coordinates (Å):
C  0.841  1.725  -2.407
Si  0.467  1.238  -0.714
C  0.852  2.778  0.346
C  1.349  -0.322  -0.268
C  0.323  -1.065  0.436
C  0.555  -2.122  1.235
C  -0.438  -2.817  1.972
C  -1.745  -2.501  1.656
C  -2.001  -1.464  0.772
C  -1.008  -0.675  0.191
C  -1.241  0.532  -0.642
H  0.553  0.941  -3.161
H  1.953  1.582  -2.414
H  0.474  2.744  -2.634
H  1.920  2.668  0.367
H  0.456  3.719  -0.106
H  0.561  2.761  1.380
H  1.631  -0.765  -1.226
H  2.192  -0.043  0.357
H  1.612  -2.506  1.317
H  -0.179  -3.558  2.708
H  -2.597  -2.926  2.120
H  -3.025  -1.332  0.464
H  -1.960  1.138  -0.089
H  -1.546  0.271  -1.660

Summary:
Net charge: 0
SMILES: C[Si]1(C)Cc2ccccc2C1
Gap between HOMO and LUMO (eV): 9.61



R.
A single C10H14Si molecule. Source: OMol25; level of theory: wB97M-V/def2-TZVPD.

Cartesian coordinates (Å):
C  1.955  0.718  2.922
C  1.730  -0.646  2.790
C  1.355  1.632  2.032
C  1.169  -1.140  1.608
C  0.767  1.138  0.837
C  0.826  -0.235  0.632
C  -0.184  1.986  -0.037
C  -1.356  1.169  -0.598
C  0.018  -0.737  -3.111
C  -2.088  -1.991  -1.314
Si  -0.872  -0.429  -1.479
H  2.347  1.038  3.901
H  2.106  -1.284  3.588
H  1.366  2.729  2.313
H  1.063  -2.264  1.375
H  -0.418  2.796  0.616
H  0.515  2.314  -0.910
H  -2.061  0.713  0.255
H  -1.979  1.756  -1.158
H  0.565  0.271  -3.504
H  0.692  -1.617  -3.057
H  -0.636  -1.003  -3.973
H  -1.403  -2.946  -1.605
H  -2.517  -2.133  -0.279
H  -2.959  -1.837  -1.843

Summary:
Net charge: 0
Gap between HOMO and LUMO (eV): 8.32



If you had to bet on the most stable structure above, which would it be? Bet on Q.